# 1
Molecular formula: C8H14N2O
Method: DFT, wB97M-V/def2-TZVPD

Each line ends with the natural charge from an NBO analysis.
Geometry (Å):
1 C 2.22068 -2.37760 0.39694  -0.480
2 C 1.21344 -1.69979 -0.04268  0.169
3 C 0.20118 -0.93003 -0.33047  -0.342
4 C 0.23001 0.25411 -1.26264  -0.114
5 C 0.90420 0.47784 -2.45431  -0.267
6 C 1.80264 -0.52535 -3.03580  0.028
7 N 1.63322 -1.74910 -2.98560  -0.144
8 O 2.44758 -2.47715 -3.85840  -0.568
9 H 2.33988 -3.41249 0.04246  0.221
10 H 2.85603 -2.04787 1.07937  0.211
11 H -0.75166 -1.04526 0.10020  0.229
12 H -0.22914 1.05019 -0.77648  0.200
13 H 1.14137 1.44656 -2.78961  0.214
14 H 2.71061 -0.01818 -3.63797  0.164
15 H 1.97000 -3.30557 -3.96898  0.475
16 C -2.31129 2.39251 1.36119  -0.428
17 N -1.76049 1.17572 1.99074  -0.652
18 C -1.69604 1.00523 3.45232  -0.425
19 H -2.65896 3.10664 2.21107  0.182
20 H -1.48319 2.76488 0.73651  0.203
21 H -3.30174 2.20259 0.81124  0.192
22 H -2.42152 0.45511 1.67881  0.345
23 H -0.79388 0.44335 3.51005  0.222
24 H -1.49807 2.10524 3.82837  0.184
25 H -2.76486 0.70844 3.94366  0.181

Energy above the lowest of the compared OMol25 structures with the same formula, charge and spin, kcal per mole: 154.9
SMILES: C=C=C/C=C\C=N\O.CNC
Charge: 0
Strongest force on any atom, eV Å⁻¹: 4.8
HOMO level, eV: -8.4270

=====

# 2
Molecular formula: C6H38NO13
Method: DFT, wB97M-V/def2-TZVPD

Each line ends with the natural charge from an NBO analysis.
Geometry (Å):
1 C -2.46317 -0.11769 -2.64444  -0.416
2 N -2.02928 -0.20254 -1.23976  -0.691
3 C -0.72200 -0.90194 -1.06628  -0.059
4 C -0.62045 -1.49051 0.37280  -0.229
5 C -1.41807 -2.85431 0.46653  -0.624
6 C -0.97759 -0.59870 1.57016  -0.633
7 C 0.46065 0.05106 -1.14633  -0.095
8 O 0.56691 0.55674 -2.46117  -0.775
9 H -1.85977 0.70855 -3.15442  0.179
10 H -3.54891 0.05586 -2.71520  0.196
11 H -2.29248 -0.99980 -3.24068  0.190
12 H -2.01967 0.69222 -0.74849  0.379
13 H -0.84629 -1.67545 -1.86088  0.206
14 H 0.40900 -1.78310 0.49159  0.192
15 H -0.87743 -3.65794 -0.07278  0.204
16 H -2.38448 -2.69942 -0.06248  0.195
17 H -1.61338 -3.34493 1.43689  0.208
18 H -0.57149 -0.90220 2.54235  0.244
19 H -2.07860 -0.78690 1.70720  0.193
20 H -0.68003 0.46860 1.37276  0.217
21 H 1.41259 -0.56648 -1.14608  0.187
22 H 0.35482 0.78210 -0.32726  0.205
23 H -1.54663 3.04178 -0.74043  0.495
24 H -0.00545 3.46971 -0.69949  0.508
25 O -0.68080 3.05729 -1.26901  -1.057
26 H -2.37460 3.01548 1.23179  0.515
27 H -3.06289 1.91574 0.50139  0.483
28 O -2.79724 2.85612 0.37635  -0.967
29 H 2.94927 -2.86795 0.51867  0.493
30 H 1.50464 -3.25548 0.42489  0.468
31 O 2.38064 -3.58874 0.20333  -0.979
32 H 3.37619 -2.39199 -1.30787  0.491
33 H 2.77770 -1.55076 -2.49768  0.489
34 O 3.57563 -1.80667 -2.04532  -0.974
35 H -4.04549 -1.16108 1.07741  0.464
36 H -3.71524 -0.88591 -0.44216  0.499
37 O -4.19193 -0.53050 0.35707  -0.980
38 H 0.63918 0.82971 3.82904  0.498
39 H 1.50069 1.85463 3.19417  0.502
40 O 0.80318 1.78453 3.86290  -0.969
41 H 2.74606 -0.29245 0.83189  0.518
42 H 3.81214 -1.06232 -0.24467  0.500
43 O 3.27102 -1.11066 0.56583  -1.065
44 H 1.90082 3.87965 0.85588  0.462
45 H -0.01099 1.36369 -2.43250  0.501
46 O 1.25156 3.30942 0.39222  -1.071
47 H -0.07089 2.95086 1.58964  0.490
48 H -0.29899 2.75990 3.08385  0.496
49 O -0.67639 3.25635 2.30279  -1.040
50 H 3.15994 1.72700 1.29838  0.459
51 H 1.59085 2.28641 0.74225  0.506
52 O 2.33147 1.25994 1.25581  -1.179
53 H 1.36585 -0.44682 -4.26485  0.480
54 H -0.13518 -0.70332 -4.14994  0.475
55 O 0.69989 -1.15629 -4.19685  -0.951
56 H 1.82636 -0.20136 2.08825  0.501
57 H 2.32890 -1.49105 2.79578  0.479
58 O 1.61986 -0.84801 2.83720  -1.010

Energy above the lowest of the compared OMol25 structures with the same formula, charge and spin, kcal per mole: 73.1
Charge: -1
Strongest force on any atom, eV Å⁻¹: 3.4
HOMO level, eV: -6.0676

=====

# 3
Molecular formula: C24H34CrN7O5S2Se2
Method: DFT, wB97M-V/def2-TZVPD

Each line ends with the Löwdin spin population.
Geometry (Å):
1 Cr 0.64888 0.64479 0.46277  2.915
2 N 0.28717 -1.20810 4.06814  0.002
3 C 0.07997 -1.08773 2.76696  0.004
4 O -0.08616 0.06091 2.27846  0.012
5 C -0.01504 -2.33256 1.93940  0.001
6 C -1.09146 -2.26242 0.86403  0.005
7 H 0.66946 -0.38818 4.51787  0.000
8 H 0.61689 -2.09246 4.41585  0.000
9 H -0.21082 -3.17789 2.60606  0.000
10 H 0.96742 -2.48480 1.48658  0.000
11 H -2.05368 -2.01725 1.30936  0.001
12 H -1.16734 -3.23470 0.38657  -0.002
13 N -1.73671 2.43972 2.33389  0.006
14 C -1.12681 3.05021 1.29756  0.010
15 N -0.44029 2.41717 0.37950  -0.002
16 C 0.04093 3.29514 -0.59628  0.003
17 C -0.29207 4.58118 -0.42027  0.001
18 S -1.24814 4.75052 1.01204  0.001
19 C 0.84628 2.65677 -1.64163  0.002
20 C 1.18251 3.07501 -2.86920  0.002
21 S 2.09968 1.84932 -3.68072  -0.001
22 C 1.93594 0.79965 -2.31018  0.010
23 N 1.26901 1.36856 -1.32227  -0.010
24 N 2.46214 -0.42295 -2.24957  0.009
25 H -1.38669 1.51818 2.56959  0.001
26 H -2.06685 3.01002 3.09100  0.000
27 H -0.00990 5.43773 -1.01351  0.000
28 H 0.93265 4.00410 -3.35884  0.000
29 H 2.49705 -0.99166 -3.07972  0.001
30 H 2.32643 -0.90887 -1.36670  0.000
31 C 2.03235 -1.30292 -5.98679  0.000
32 C 0.57042 -0.87924 -6.16649  0.000
33 C -0.23842 -0.81229 -4.86561  0.000
34 C -0.83940 -2.13052 -4.39848  -0.001
35 N 0.16160 -3.14747 -4.07032  0.000
36 C 0.99494 -3.03183 -3.00332  0.001
37 Se -0.78176 -0.99742 -0.61254  -0.008
38 N 1.71148 -4.18200 -3.03128  0.000
39 C 2.71179 -4.55427 -2.02820  0.000
40 C 2.95159 -3.45115 -1.00672  0.000
41 C 3.69842 -3.94508 0.22619  0.000
42 C 5.13468 -4.38317 -0.06323  0.000
43 C 1.35366 -5.01592 -4.09072  0.000
44 C 1.82137 -6.25204 -4.51311  0.000
45 C 1.24613 -6.79296 -5.65542  0.000
46 C 0.23379 -6.11681 -6.34369  0.000
47 C -0.23147 -4.88047 -5.91249  0.000
48 C 0.35068 -4.34133 -4.77325  0.000
49 H 2.54869 -1.33432 -6.94926  0.000
50 H 2.12308 -2.28971 -5.53017  0.000
51 H 2.56275 -0.58086 -5.35477  0.000
52 H 0.07470 -1.56093 -6.86696  0.000
53 H 0.55899 0.10961 -6.63240  0.000
54 H -1.07370 -0.11590 -4.99057  0.000
55 H 0.38419 -0.42631 -4.05226  0.000
56 H -1.49405 -2.54373 -5.16495  0.000
57 H -1.42950 -1.94542 -3.50528  -0.001
58 H 3.63708 -4.80931 -2.54708  0.000
59 H 2.36423 -5.45664 -1.51751  0.000
60 H 1.98538 -3.03068 -0.71853  0.000
61 H 3.52249 -2.63982 -1.47052  0.000
62 H 3.14616 -4.77773 0.67710  0.000
63 H 3.71461 -3.13408 0.95750  0.000
64 H 5.16925 -5.24907 -0.73073  0.000
65 H 5.65309 -4.65715 0.85733  0.000
66 H 5.69627 -3.56951 -0.53194  0.000
67 H 2.60154 -6.77845 -3.97444  0.000
68 H 1.58652 -7.75455 -6.01996  0.000
69 H -0.19381 -6.56481 -7.23172  0.000
70 H -1.01975 -4.36822 -6.44873  0.000
71 O 2.86915 -0.15161 3.21128  0.001
72 Se 3.05804 0.36341 1.68579  0.005
73 O 2.15242 -0.66150 0.65139  0.016
74 O 2.10720 1.72382 1.39183  0.016
75 O 4.58022 0.50428 1.18879  0.000

Energy above the lowest of the compared OMol25 structures with the same formula, charge and spin, kcal per mole: 19.4
Charge: 0
Spin multiplicity: 4
Strongest force on any atom, eV Å⁻¹: 0.9
HOMO level (spin up / spin down), eV: -7.1518 / -7.3428